176
Properties=species:S:1:pos:R:3:forces:R:3:mulliken_charge:R:1 method="wB97M-V/def2-TZVPD" e_homo_ev=-8.1444 smiles="O=S1(=O)OCCO1.O=S1(=O)OCCO1.O=S1(=O)OCCO1.O=S1(=O)OCCO1.O=S1(=O)OCCO1.O=S1(=O)OCCO1.CCN(CC)CC.CCN(CC)CC.CCN(CC)CC.CCN(CC)CC.CCN(CC)CC" homo_lumo_gap_ev=8.367 lumo_ev=0.22 relative_energy_kcal_mol=39.5 total_energy_ha=-6127.9438
C -4.4433 0.0706 -1.9002 -0.98 1.05 -0.97 0.316
C -5.0499 1.2778 -2.7273 0.66 -1.43 1.59 -1.084
N -4.5240 2.5449 -2.1255 0.60 0.01 -3.19 0.773
C -3.1340 2.7472 -2.6589 0.01 0.05 1.29 0.512
C -2.4079 3.8733 -1.8833 -0.40 -0.87 -0.77 -1.456
C -5.3287 3.6713 -2.6646 -1.56 -0.35 1.91 -0.412
C -6.7147 3.4941 -2.0913 -0.54 0.70 1.06 -1.457
H -3.3748 -0.0067 -2.1013 0.04 0.05 0.53 -0.388
H -4.8788 -0.8825 -2.2000 -0.17 0.07 -0.09 0.174
H -4.7281 0.2731 -0.8677 0.59 -0.25 0.12 -0.100
H -4.8480 1.0935 -3.7825 0.40 0.56 -0.36 0.287
H -6.1346 1.2090 -2.6450 0.16 0.23 0.25 0.423
H -2.5441 1.8497 -2.4729 -0.19 -0.17 -0.05 -0.695
H -3.1475 2.9023 -3.7377 -0.02 0.15 -0.21 0.428
H -2.6424 3.6912 -0.8345 0.11 0.41 0.07 0.156
H -1.3393 3.7331 -2.0462 0.08 0.25 0.10 0.424
H -2.7041 4.8633 -2.2299 0.02 0.00 0.29 0.412
H -5.5202 3.8058 -3.7292 1.18 -0.22 -0.48 0.234
H -5.0373 4.5917 -2.1585 0.75 0.07 -0.58 0.394
H -7.3395 2.7333 -2.5591 -0.05 0.28 0.04 0.346
H -7.1994 4.4689 -2.0372 -0.45 -0.10 -0.54 0.454
H -6.5800 3.2986 -1.0275 -0.22 -0.55 -0.01 0.245
C -6.0147 -4.0540 -3.1212 0.86 -0.63 0.88 -1.624
C -4.5549 -3.5807 -3.1617 0.06 -1.31 -0.23 0.364
N -3.5808 -4.6991 -3.0800 -2.13 -0.42 1.21 0.342
C -2.2366 -4.2332 -2.7942 0.12 -0.84 -1.44 0.734
C -1.2492 -5.3473 -2.3913 -0.39 0.18 -1.04 -2.223
C -3.7908 -5.8007 -4.0372 0.97 0.94 -0.66 -0.794
C -3.8244 -5.3867 -5.5409 -0.50 -0.09 1.09 -1.021
H -6.0290 -4.7391 -2.2736 -0.43 0.14 0.41 0.397
H -6.3454 -4.7061 -3.9296 0.03 0.61 -0.45 0.341
H -6.6568 -3.1948 -2.9275 -0.22 -0.24 -0.25 0.394
H -4.4256 -2.9716 -4.0563 0.38 0.38 -0.18 0.431
H -4.3895 -2.9831 -2.2652 0.07 0.24 -0.17 -0.338
H -1.9876 -3.7919 -3.7592 1.28 0.66 0.09 0.103
H -2.2341 -3.4663 -2.0197 -0.32 0.07 -0.05 -0.123
H -0.3167 -4.9161 -2.0274 -0.26 -0.09 0.70 0.287
H -1.7838 -6.0627 -1.7663 0.40 0.20 0.65 0.518
H -0.9056 -5.9494 -3.2325 -0.22 0.08 -0.35 0.525
H -4.6952 -6.3756 -3.8385 -0.06 0.18 0.38 0.445
H -2.9502 -6.4865 -3.9310 -0.07 -0.08 0.20 0.475
H -4.7584 -4.8710 -5.7637 -0.01 0.11 -0.05 0.246
H -3.8347 -6.3177 -6.1077 0.35 0.22 -0.34 0.435
H -3.0035 -4.7080 -5.7723 0.13 -0.30 -0.28 0.182
C 4.5775 0.6118 -3.3446 0.84 -0.40 -0.46 -1.484
C 4.5325 0.8682 -1.8476 0.19 0.03 -1.04 0.721
N 5.8354 0.8924 -1.2433 2.65 -0.16 1.09 0.020
C 6.8124 1.9360 -1.6462 -1.57 1.63 -0.23 -0.662
C 6.2709 3.4034 -1.4538 -0.41 0.48 -0.98 -1.019
C 5.8882 0.7276 0.2186 -1.35 -0.45 -0.03 -0.092
C 5.4972 -0.6729 0.6886 0.27 -0.50 -0.25 -1.308
H 5.0945 -0.3313 -3.5218 -0.17 -0.30 0.02 0.400
H 5.1918 1.3140 -3.9081 -0.27 0.45 0.07 0.473
H 3.5808 0.5550 -3.7821 0.01 0.08 0.08 0.102
H 3.9687 1.7939 -1.7316 -0.36 0.17 0.64 0.174
H 3.9876 -0.0042 -1.4869 -0.11 0.31 0.63 -0.304
H 7.7623 1.9882 -1.1140 -0.17 -1.15 0.32 0.447
H 7.0626 1.7818 -2.6958 -0.05 0.19 -0.07 0.433
H 5.3752 3.6042 -2.0417 -0.34 -0.40 -0.06 0.299
H 6.0312 3.7989 -0.4667 0.11 -0.82 0.46 0.144
H 6.9134 4.1912 -1.8469 0.71 -0.34 -0.15 0.454
H 5.1317 1.3838 0.6490 0.14 0.62 0.49 0.012
H 6.8723 0.9786 0.6144 -0.11 0.11 -0.30 0.416
H 4.4312 -0.8692 0.5739 -0.06 -0.06 -0.27 -0.026
H 5.7089 -0.9056 1.7322 0.15 0.53 0.22 0.311
H 6.0779 -1.4103 0.1344 -0.19 -0.13 -0.22 0.404
C 2.3047 1.4233 2.2334 -0.18 -0.31 -0.91 -0.343
C 1.7564 1.1919 0.7821 1.13 0.68 1.49 0.221
N 0.8919 0.0828 0.6752 -2.05 -1.58 -0.10 1.099
C 0.7282 -0.2883 -0.7518 0.21 -0.67 0.81 -0.391
C -0.2024 -1.5158 -1.0288 1.30 0.69 0.33 0.212
C -0.4270 0.2670 1.3021 -0.36 0.64 -0.06 0.840
C -1.4281 1.2472 0.5943 0.90 -0.88 0.70 0.410
H 1.5845 1.5314 3.0444 -0.24 -0.05 -0.20 -0.242
H 2.9649 2.2898 2.2719 -0.03 0.12 -0.15 0.282
H 2.9339 0.5556 2.4315 -0.04 -0.01 0.25 -0.212
H 1.2885 2.0753 0.3477 0.27 0.55 -0.14 0.568
H 2.6690 0.9076 0.2582 -0.09 0.45 -0.55 -0.807
H 1.7549 -0.5273 -1.0292 -0.07 -0.10 -0.55 -0.176
H 0.4137 0.5940 -1.3092 -0.11 0.10 -0.41 0.391
H 0.2129 -2.0503 -1.8832 -0.34 0.22 -0.26 -0.323
H -1.2407 -1.2301 -1.1971 0.02 -0.14 0.09 -0.297
H -0.0973 -2.2274 -0.2098 -0.32 0.09 0.20 0.362
H -0.8731 -0.7118 1.4783 -0.04 -0.09 -0.45 -0.791
H -0.3386 0.6580 2.3157 0.45 0.00 0.03 -0.513
H -2.3247 1.2265 1.2138 -0.07 0.23 -0.23 -0.571
H -0.9718 2.2366 0.6240 -0.29 0.14 -0.19 0.519
H -1.6698 0.9548 -0.4276 -0.07 0.08 0.05 -0.490
C 2.0668 -2.6162 -3.8467 0.85 0.14 -0.06 -0.602
C 1.7397 -2.1432 -5.2709 0.08 1.66 -0.11 -0.729
N 0.8818 -0.9392 -5.3140 -2.18 -1.14 1.32 0.902
C 0.9069 -0.1277 -6.5221 2.02 0.22 0.55 -0.665
C 2.1937 0.7480 -6.4462 -0.40 0.73 -0.63 -1.236
C -0.5352 -1.3028 -4.9686 1.38 0.98 -0.23 -0.461
C -1.3194 -0.1171 -4.4539 -1.25 0.00 0.14 -0.784
H 2.9753 -3.2179 -3.8741 -0.01 -0.31 -0.22 0.537
H 1.3412 -3.2105 -3.2914 -0.36 0.06 -0.44 0.012
H 2.3693 -1.7913 -3.2016 -0.30 0.34 -0.11 -0.081
H 2.6230 -1.7272 -5.7554 0.58 -0.68 0.16 0.460
H 1.3809 -2.9604 -5.8966 -0.27 -0.23 -0.14 0.259
H 0.8426 -0.6951 -7.4506 0.15 -0.37 -0.25 0.326
H 0.0663 0.5651 -6.5614 -0.01 -0.13 0.39 0.378
H 3.1958 0.3709 -6.6504 -0.27 -0.93 -0.01 0.354
H 2.1098 1.5471 -7.1827 -0.13 0.27 0.00 0.450
H 2.2628 1.2019 -5.4575 -0.26 0.05 -0.04 0.239
H -0.5591 -2.0748 -4.1994 0.24 -0.11 -0.18 -0.400
H -0.9762 -1.6705 -5.8951 -0.53 -0.39 -0.01 0.461
H -0.9474 0.3785 -3.5572 0.58 -0.09 -0.16 0.036
H -2.3007 -0.4815 -4.1498 -0.26 -0.20 0.07 0.122
H -1.5793 0.6294 -5.2045 0.41 0.12 -0.07 0.540
C -4.0577 -4.3757 2.1582 1.38 -0.20 -0.62 -0.495
C -3.3051 -4.1153 0.8394 -0.66 -0.10 -0.34 -0.149
O -2.3662 -3.0996 1.1646 -0.53 2.62 1.65 -0.189
S -3.1462 -1.9488 2.1876 -2.99 -1.08 -1.62 1.086
O -3.9012 -0.9574 1.3590 2.41 -2.73 2.29 -0.439
O -2.3837 -1.5747 3.3357 0.16 0.03 -1.34 -0.476
O -4.2333 -3.0959 2.7778 0.74 1.12 -1.00 -0.372
H -3.3196 -4.9541 2.7138 -0.43 -0.12 0.68 0.300
H -5.0070 -4.9026 2.0621 0.08 0.30 0.00 0.326
H -3.9683 -3.8286 0.0234 -0.04 0.38 -0.03 0.096
H -2.6844 -4.9272 0.4604 -0.23 -0.27 0.36 0.322
C -5.0846 2.6436 1.7340 -0.56 -1.55 -0.48 1.329
C -6.2636 1.8837 2.3566 1.48 -0.21 -0.22 -0.217
O -7.3215 2.6324 1.8845 -2.79 2.38 -0.51 -0.418
S -7.0479 4.2879 1.9005 0.86 -1.66 1.01 1.095
O -7.4120 4.9267 3.1396 0.61 -1.11 -0.97 -0.550
O -7.5646 4.8752 0.7104 0.46 -0.68 0.18 -0.488
O -5.4372 4.0299 1.8564 -0.02 0.95 0.47 -0.303
H -5.0260 2.4223 0.6683 -0.40 -0.01 -0.24 -0.819
H -4.1382 2.2296 2.0818 0.27 1.39 0.89 -0.232
H -6.3150 1.7724 3.4397 0.41 0.45 0.17 0.382
H -6.2916 0.8698 1.9574 -0.26 0.10 -0.30 0.205
C -0.2700 4.0465 6.2773 0.57 0.53 1.72 -0.365
C -0.9244 3.0258 7.2200 0.61 -0.07 0.83 -0.230
O -1.9251 2.3778 6.4523 0.48 -0.29 -2.88 -0.365
S -1.2623 2.2014 4.9047 0.94 -1.67 -0.31 0.827
O -2.2148 2.5389 3.8633 1.12 -0.46 1.92 -0.459
O -0.5122 0.9263 4.8044 -1.92 2.99 0.39 -0.301
O -0.1402 3.3868 5.0526 -1.53 -1.45 -1.11 -0.259
H 0.7582 4.2637 6.5667 -0.15 0.02 0.31 0.254
H -0.8107 4.9900 6.2020 -0.31 -0.15 -0.24 0.326
H -1.3948 3.3652 8.1428 -0.16 0.63 -0.39 0.333
H -0.2058 2.2861 7.5729 0.31 -0.13 -0.36 0.181
C 6.3882 3.3844 4.8628 -0.63 1.72 0.45 -0.177
C 5.9876 3.5871 3.3681 1.82 -1.43 0.21 -0.121
O 6.5867 2.3744 2.8203 1.29 -1.26 -1.16 -0.092
S 8.0150 1.9355 3.5612 0.69 0.97 -0.09 1.167
O 9.0766 2.8829 3.1095 -3.00 -2.43 1.48 -0.589
O 8.3405 0.4951 3.6219 -1.52 3.57 -0.52 -0.545
O 7.3092 2.3178 4.9987 1.21 -0.92 -0.80 -0.358
H 5.5095 3.2085 5.4832 0.18 -0.40 0.03 0.070
H 6.9089 4.2549 5.2617 -0.26 0.24 -0.15 0.369
H 6.4693 4.4489 2.9061 0.01 0.02 0.14 0.274
H 4.9408 3.5472 3.0671 0.05 -0.13 0.55 0.071
C 1.2333 -1.9922 4.3129 -0.96 -0.48 0.32 0.521
C 1.6032 -2.3879 2.9150 0.16 1.84 -0.80 0.734
O 2.6884 -3.2838 2.9398 1.08 -2.34 1.31 -0.425
S 3.0296 -3.8082 4.4762 -1.79 -1.38 0.37 1.102
O 4.4866 -3.8561 4.7114 -3.68 0.68 -0.62 -0.534
O 2.1848 -4.9947 4.8515 2.63 3.46 -1.25 -0.588
O 2.2840 -2.4538 5.1025 3.01 -1.40 1.41 -0.381
H 0.3443 -2.4796 4.7130 -0.34 0.34 -0.32 0.141
H 1.1880 -0.9036 4.3471 -0.21 -0.15 0.50 -0.317
H 2.0709 -1.4906 2.5098 -0.50 -0.09 -0.71 -0.277
H 0.7208 -2.6697 2.3406 0.40 -0.50 -0.20 0.000
C 4.5959 -0.1592 5.0423 0.49 -1.76 -0.33 1.032
C 5.0684 -0.0422 6.5063 -0.41 -0.22 -0.74 -0.487
O 4.3962 1.1301 6.9918 -0.92 1.06 0.10 -0.469
S 2.9566 1.3715 6.1767 1.44 0.75 0.51 1.119
O 2.5996 2.7976 6.1291 1.47 -3.01 -0.24 -0.556
O 1.9734 0.4617 6.6811 0.69 0.35 -0.57 -0.559
O 3.6661 0.8622 4.8013 -2.10 1.50 0.46 0.295
H 4.1722 -1.1473 4.8630 -0.35 0.19 0.15 -0.798
H 5.3626 -0.0725 4.2723 0.28 0.48 0.34 -0.082
H 6.1563 0.0100 6.4628 -0.09 0.80 0.66 0.349
H 4.7788 -0.8846 7.1344 -0.11 -0.04 -0.23 0.316